Formula: C2H8NO2P
Source: OMol25
Level of theory: ωB97M-V with the def2-TZVPD basis set

Each line ends with the Mulliken charge.
Geometry (Å):
C (1.515, 0.316, -0.369)  -0.826
C (-0.672, -0.746, -0.919)  -0.706
N (0.021, 0.403, -0.348)  0.175
O (-2.055, 1.436, 0.161)  -0.494
O (-1.426, 0.517, 2.529)  -0.756
P (-0.519, 1.509, 0.758)  0.306
H (1.887, -0.673, -0.825)  0.299
H (1.863, 1.138, -1.065)  0.293
H (1.913, 0.602, 0.632)  0.285
H (0.072, -1.499, -1.271)  0.309
H (-1.443, -1.157, -0.276)  0.254
H (-1.133, -0.351, -1.843)  0.272
H (-2.709, 1.903, 0.702)  0.330
H (-0.996, 1.032, 3.229)  0.260

highest occupied orbital energy	-0.3327	Eh
F_max	4.19	eV/Å
energy above the lowest of the compared OMol25 structures with the same formula, charge and spin	60.6	kcal per mole

Formula: C2H8NO4
Source: OMol25
Level of theory: ωB97M-V with the def2-TZVPD basis set

Each line ends with the Mulliken charge.
Geometry (Å):
C (0.749, 0.959, 0.435)  -0.985
C (0.061, -0.161, -0.532)  0.904
N (-0.281, 1.304, 1.443)  -0.326
O (-1.321, 0.001, -0.287)  -0.538
O (0.464, -0.018, -1.867)  -0.462
O (0.005, -2.481, -0.749)  -0.373
O (0.547, -1.330, -0.016)  -0.212
H (1.656, 0.530, 0.652)  0.376
H (0.837, 1.783, -0.184)  0.393
H (-1.229, 0.853, 0.955)  0.446
H (-0.197, 2.209, 1.899)  0.330
H (-0.070, 0.611, 2.160)  0.365
H (-1.606, -0.900, -0.478)  0.426
H (-0.272, -0.241, -2.414)  0.328
H (0.658, -3.119, -1.019)  0.327

SMILES	[NH3+]CC(O)(O)OO
highest occupied orbital energy	-0.5606	Eh
F_max	4.41	eV/Å
net charge	+1
energy above the lowest of the compared OMol25 structures with the same formula, charge and spin	102.0	kcal per mole

Formula: C2H8NO4PS2
Source: OMol25
Level of theory: ωB97M-V with the def2-TZVPD basis set

Each line ends with the Mulliken charge.
Geometry (Å):
C (-2.389, 0.687, 1.012)  -1.117
C (-0.866, 0.739, 0.961)  -0.541
N (1.826, -2.387, -1.402)  -0.576
O (-0.465, -1.892, 0.160)  -0.611
O (0.056, -0.134, -1.447)  -0.531
O (4.196, -1.708, -0.161)  -0.450
O (3.172, -0.388, -1.948)  -0.526
P (2.769, -1.381, -0.755)  0.779
S (1.964, -0.005, 0.764)  -0.235
S (0.072, -0.552, -0.094)  1.099
H (-3.046, 0.920, 0.217)  0.366
H (-2.568, -0.277, 1.492)  0.310
H (-2.679, 1.470, 1.776)  0.310
H (-0.571, 0.755, 2.077)  0.347
H (-0.412, 1.627, 0.441)  0.430
H (1.233, -3.160, -1.001)  0.285
H (4.864, -1.162, -0.454)  0.314
H (2.528, -0.479, -2.606)  0.346

SMILES	CCS(=O)(=O)SP(=N)(O)O
highest occupied orbital energy	-0.3594	Eh
F_max	3.88	eV/Å
energy above the lowest of the compared OMol25 structures with the same formula, charge and spin	27.0	kcal per mole

Formula: C2H8NOP
Source: OMol25
Level of theory: ωB97M-V with the def2-TZVPD basis set

Each line ends with the Mulliken charge.
Geometry (Å):
C (-1.258, 0.695, -0.288)  -0.479
C (1.315, -1.157, 0.145)  -0.927
N (-0.075, 1.053, 0.461)  -0.247
O (-2.133, -0.254, 0.329)  -0.526
P (1.548, 0.709, 0.033)  0.039
H (-1.867, 1.588, -0.469)  0.320
H (-0.924, 0.302, -1.261)  0.346
H (-1.593, -0.889, 0.810)  0.321
H (2.151, -1.726, -0.253)  0.353
H (1.181, -1.428, 1.193)  0.289
H (0.412, -1.437, -0.399)  0.246
H (-0.180, 1.845, 1.077)  0.256
H (1.422, 0.699, -1.378)  0.008

SMILES	CPNCO
highest occupied orbital energy	-0.3486	Eh
F_max	1.56	eV/Å
energy above the lowest of the compared OMol25 structures with the same formula, charge and spin	32.4	kcal per mole

Formula: C2H8NOPS
Source: OMol25
Level of theory: ωB97M-V with the def2-TZVPD basis set

Each line ends with the Mulliken charge.
Geometry (Å):
C (-0.693, 1.948, 0.424)  -0.752
C (0.460, -1.278, -1.610)  -0.884
N (-0.670, 0.464, 0.259)  -0.258
O (0.270, -2.148, 1.824)  -0.716
P (0.718, -0.516, 0.097)  0.601
S (2.380, 0.540, 0.312)  -0.367
H (-1.315, 2.331, -0.353)  0.270
H (-0.998, 2.204, 1.453)  0.279
H (0.280, 2.331, 0.351)  0.303
H (1.078, -1.998, -2.158)  0.353
H (-0.464, -1.761, -1.450)  0.321
H (0.068, -0.453, -2.348)  0.296
H (-1.534, -0.013, 0.574)  0.279
H (0.419, -1.650, 2.625)  0.276

highest occupied orbital energy	-0.3379	Eh
F_max	3.68	eV/Å
energy above the lowest of the compared OMol25 structures with the same formula, charge and spin	98.2	kcal per mole

Formula: C2H8NOPS
Source: OMol25
Level of theory: ωB97M-V with the def2-TZVPD basis set

Each line ends with the Mulliken charge.
Geometry (Å):
C (-1.544, 1.384, 0.282)  -1.014
C (1.564, -2.109, -0.936)  -0.717
N (2.013, 1.492, 0.767)  -0.462
O (1.056, 0.923, -1.565)  -0.587
P (0.731, 0.789, -0.180)  0.688
S (0.884, -1.239, 0.639)  -0.215
H (-1.589, 2.375, -0.021)  0.364
H (-2.096, 0.903, -0.442)  0.340
H (-1.821, 1.022, 1.228)  0.330
H (2.540, -2.371, -0.637)  0.268
H (1.420, -1.336, -1.661)  0.243
H (1.032, -2.947, -1.340)  0.322
H (2.568, 2.156, 0.248)  0.230
H (2.263, 1.366, 1.758)  0.210

highest occupied orbital energy	-0.3305	Eh
F_max	5.50	eV/Å
energy above the lowest of the compared OMol25 structures with the same formula, charge and spin	71.7	kcal per mole

Formula: C2H8NOSi
Source: OMol25
Level of theory: ωB97M-V with the def2-TZVPD basis set

Each line ends with the Mulliken charge.
Geometry (Å):
C (-1.160, 0.115, -1.024)  -1.089
C (1.358, -0.513, 0.915)  -0.968
N (0.638, 2.004, 0.455)  -0.543
O (-0.286, 1.766, 1.566)  -0.411
Si (-0.258, 0.398, 0.657)  0.561
H (-2.193, -0.334, -0.822)  0.221
H (-1.358, 0.949, -1.542)  0.374
H (-0.462, -0.527, -1.762)  0.230
H (2.001, -0.614, -0.063)  0.228
H (1.999, -0.068, 1.660)  0.294
H (1.321, -1.614, 1.322)  0.261
H (-0.020, 2.731, -0.444)  0.129
H (-1.299, -0.535, 1.550)  -0.287

highest occupied orbital energy	-0.1116	Eh
F_max	5.13	eV/Å
net charge	-1
energy above the lowest of the compared OMol25 structures with the same formula, charge and spin	117.8	kcal per mole

Formula: C2H8NPS
Source: OMol25
Level of theory: ωB97M-V with the def2-TZVPD basis set

Each line ends with the Mulliken charge.
Geometry (Å):
C (-1.909, 1.473, -0.013)  -0.588
C (0.140, -1.145, -1.199)  -0.983
N (0.056, -0.757, 1.612)  -0.498
P (0.117, 0.159, 0.188)  0.543
S (2.202, 0.693, 0.172)  -0.348
H (-1.947, 1.956, 0.962)  0.204
H (-1.246, 2.374, -0.505)  0.120
H (0.867, -1.949, -0.976)  0.340
H (-0.885, -1.562, -1.257)  0.329
H (0.256, -0.689, -2.190)  0.324
H (-0.595, -1.477, 1.678)  0.219
H (0.874, -0.693, 2.200)  0.200
H (2.071, 1.617, -0.672)  0.138

highest occupied orbital energy	-0.3000	Eh
F_max	3.87	eV/Å
energy above the lowest of the compared OMol25 structures with the same formula, charge and spin	73.4	kcal per mole

Formula: C2H8NS
Source: OMol25
Level of theory: ωB97M-V with the def2-TZVPD basis set

Each line ends with the Mulliken charge.
Geometry (Å):
N (0.807, -0.034, 3.149)  -0.782
H (1.224, -0.978, 3.082)  0.204
H (1.311, 0.493, 2.524)  0.270
H (-0.077, -0.103, 2.685)  0.281
C (-0.677, -1.541, -1.114)  -0.943
C (-0.353, -0.163, -1.676)  -0.394
S (0.048, 1.039, -0.385)  -0.732
H (-1.233, -1.350, -0.136)  0.198
H (-1.076, -2.201, -1.899)  0.329
H (0.226, -2.042, -0.755)  0.227
H (0.590, -0.185, -2.340)  0.152
H (-1.215, 0.209, -2.293)  0.190

highest occupied orbital energy	-0.0853	Eh
F_max	3.02	eV/Å
net charge	-1
energy above the lowest of the compared OMol25 structures with the same formula, charge and spin	10.2	kcal per mole

Formula: C2H8NS
Source: OMol25
Level of theory: ωB97M-V with the def2-TZVPD basis set

Each line ends with the Mulliken charge.
Geometry (Å):
S (1.413, -1.021, 2.577)  -0.863
H (0.587, -1.983, 3.022)  -0.066
C (0.843, 0.554, -0.705)  -1.084
C (-0.497, -0.126, -0.865)  -0.057
N (-1.569, 0.648, -0.249)  -0.716
H (0.839, 1.631, -0.473)  0.356
H (1.487, 0.114, 0.045)  0.177
H (1.484, 0.522, -1.612)  0.293
H (-0.713, -0.260, -1.926)  0.261
H (-0.369, -1.148, -0.480)  0.216
H (-2.312, 0.027, 0.055)  0.223
H (-1.193, 1.043, 0.611)  0.260

highest occupied orbital energy	-0.0954	Eh
F_max	2.07	eV/Å
net charge	-1
energy above the lowest of the compared OMol25 structures with the same formula, charge and spin	7.1	kcal per mole

Formula: C2H8NS
Source: OMol25
Level of theory: ωB97M-V with the def2-TZVPD basis set

Each line ends with the Mulliken charge.
Geometry (Å):
S (-2.822, 0.259, -1.276)  -0.866
H (-3.843, -0.594, -1.343)  -0.070
C (0.702, 0.475, -0.704)  -0.870
C (1.129, -0.401, 0.470)  -0.378
N (0.190, -0.394, 1.583)  -0.660
H (0.344, 1.433, -0.326)  0.278
H (1.557, 0.711, -1.339)  0.315
H (-0.081, -0.003, -1.278)  0.171
H (1.229, -1.422, 0.099)  0.251
H (2.105, -0.068, 0.814)  0.314
H (0.245, 0.483, 2.081)  0.227
H (-0.755, -0.479, 1.219)  0.289

highest occupied orbital energy	-0.0961	Eh
F_max	0.61	eV/Å
net charge	-1
energy above the lowest of the compared OMol25 structures with the same formula, charge and spin	2.4	kcal per mole

Formula: C2H8NS
Source: OMol25
Level of theory: ωB97M-V with the def2-TZVPD basis set

Each line ends with the Mulliken charge.
Geometry (Å):
C (0.371, -0.470, -0.055)  -0.248
C (0.017, 0.723, 0.753)  -0.727
S (1.036, 1.348, 2.139)  -0.135
N (-0.695, -0.453, -1.374)  -0.467
H (1.275, -0.667, -0.620)  0.332
H (0.022, -1.413, 0.351)  0.354
H (0.047, 1.589, 0.084)  0.281
H (-0.993, 0.800, 1.170)  0.413
H (1.494, 0.121, 2.512)  0.147
H (-0.121, -0.946, -2.055)  0.353
H (-1.465, -1.046, -1.082)  0.359
H (-0.988, 0.413, -1.820)  0.339

SMILES	[NH3+]CCS
highest occupied orbital energy	-0.4800	Eh
F_max	3.04	eV/Å
net charge	+1
energy above the lowest of the compared OMol25 structures with the same formula, charge and spin	22.9	kcal per mole

We obtain lowest unoccupied orbital energy values of 0.709; -3.435; -0.062; 1.083; -1.185; 0.282; 4.455; 0.208; 4.431; 4.237; 4.096; -4.031 eV for the records listed above, in that order.